# C17H28N2O2

An isolated molecule of C17H28N2O2 (wB97M-V/def2-TZVPD, OMol25).

Computed properties:
spin multiplicity = 1
LUMO energy = 0.62 eV
SMILES = CCCCCCCCCCCC(=O)N/N=C/c1ccco1
ΔE to the lowest compared entry with this formula, charge and spin = 70.5 kcal per mole
frontier orbital gap = 8.7 eV

Geometry (Å):
C (-8.923, -2.159, -0.331)
C (-8.702, -0.928, 0.540)
C (-7.373, -0.225, 0.260)
C (-6.158, -1.063, 0.653)
C (-4.844, -0.280, 0.614)
C (-4.419, 0.108, -0.800)
C (-3.121, 0.917, -0.836)
C (-1.892, 0.106, -0.428)
C (-0.574, 0.835, -0.695)
C (-0.374, 2.048, 0.210)
C (0.947, 2.779, -0.065)
C (2.127, 1.906, 0.324)
O (2.494, 1.773, 1.470)
N (2.707, 1.279, -0.746)
N (3.751, 0.420, -0.815)
C (4.423, 0.058, 0.211)
C (5.517, -0.853, 0.041)
C (6.041, -1.467, -1.075)
C (7.119, -2.253, -0.622)
C (7.179, -2.064, 0.728)
O (6.220, -1.225, 1.136)
H (-8.188, -2.928, -0.112)
H (-9.912, -2.575, -0.153)
H (-8.846, -1.897, -1.385)
H (-9.515, -0.219, 0.362)
H (-8.742, -1.217, 1.593)
H (-7.349, 0.711, 0.825)
H (-7.325, 0.026, -0.801)
H (-6.308, -1.438, 1.669)
H (-6.073, -1.926, -0.010)
H (-4.064, -0.896, 1.066)
H (-4.945, 0.624, 1.220)
H (-4.298, -0.797, -1.401)
H (-5.207, 0.708, -1.258)
H (-3.230, 1.783, -0.181)
H (-2.972, 1.287, -1.854)
H (-1.947, -0.144, 0.633)
H (-1.890, -0.831, -0.991)
H (0.247, 0.132, -0.536)
H (-0.547, 1.151, -1.742)
H (-1.192, 2.754, 0.064)
H (-0.384, 1.728, 1.254)
H (0.988, 3.675, 0.555)
H (1.003, 3.072, -1.115)
H (2.312, 1.439, -1.664)
H (4.234, 0.391, 1.228)
H (5.684, -1.355, -2.076)
H (7.762, -2.872, -1.213)
H (7.837, -2.461, 1.477)

***

# C11H32N2O5P2Sn

A structure of composition C11H32N2O5P2Sn (wB97M-V/def2-TZVPD, OMol25).

Computed properties:
spin multiplicity = 1
LUMO energy (spin up / spin down) = 0.06 / 0.15 eV
ΔE to the lowest compared entry with this formula, charge and spin = 6.4 kcal per mole
frontier orbital gap (spin up / spin down) = 4.2 / 4.1 eV

Geometry (Å):
O (-0.426, 3.113, 0.506)
H (-0.472, 4.079, 0.649)
Sn (-1.217, -0.615, -0.723)
N (-1.264, -0.798, -2.879)
N (1.120, -1.370, -1.800)
O (-2.300, -0.111, -3.605)
O (2.394, -1.919, -1.506)
C (-0.414, -1.496, -3.624)
C (0.829, -1.885, -2.996)
C (-0.853, -1.923, -4.993)
C (1.775, -2.924, -3.482)
H (-1.442, -1.124, -5.492)
H (-1.498, -2.832, -4.925)
H (0.033, -2.173, -5.607)
H (1.788, -3.755, -2.760)
H (2.796, -2.529, -3.522)
H (1.495, -3.326, -4.463)
H (-3.039, -0.070, -2.964)
H (2.690, -1.533, -0.678)
O (-1.309, -2.819, -0.214)
H (-2.181, -3.188, -0.341)
H (-0.576, -3.471, -0.314)
C (1.838, 2.997, -0.467)
H (1.933, 4.053, -0.258)
H (1.324, 2.472, -1.294)
H (2.256, 2.114, 0.069)
O (-1.420, 1.477, -1.440)
H (-1.197, 2.312, -1.079)
H (-1.723, 1.671, -2.363)
C (-2.079, 1.353, 2.087)
P (-0.768, 2.567, 2.038)
C (-1.228, 3.982, 3.058)
C (0.846, 1.993, 2.605)
C (1.029, 0.559, 3.101)
P (0.663, -0.754, 1.862)
C (2.145, -1.819, 1.873)
C (-0.539, -1.827, 2.786)
H (-3.047, 1.821, 1.836)
H (-2.174, 0.880, 3.083)
H (-1.947, 0.519, 1.330)
H (-1.521, 3.677, 4.092)
H (-0.378, 4.692, 3.138)
H (-2.086, 4.525, 2.608)
H (1.509, 2.189, 1.766)
H (1.137, 2.677, 3.401)
H (2.069, 0.430, 3.392)
H (0.416, 0.394, 3.987)
H (2.279, -2.303, 2.845)
H (2.062, -2.605, 1.112)
H (3.036, -1.218, 1.656)
H (0.005, -2.554, 3.407)
H (-1.195, -1.217, 3.426)
H (-1.172, -2.384, 2.072)

***

# C18H29Cl12NO6Zr

A structure of composition C18H29Cl12NO6Zr (wB97M-V/def2-TZVPD, OMol25).

Computed properties:
spin multiplicity = 1
LUMO energy = -8.87 eV
frontier orbital gap = 5.5 eV
total charge = +2

Geometry (Å):
Zr (0.351, -2.935, 0.723)
C (-0.937, 0.205, 3.258)
C (0.344, 0.959, 2.770)
C (0.876, 1.721, 4.051)
C (2.257, 2.335, 3.841)
C (3.244, 1.216, 3.539)
C (2.843, 0.317, 2.366)
N (1.396, -0.067, 2.436)
O (1.020, -1.059, 1.652)
C (3.778, -0.889, 2.493)
C (3.156, 1.009, 1.018)
C (-0.075, 1.947, 1.657)
H (-0.641, -0.454, 4.081)
H (-1.373, -0.520, 2.572)
H (-1.660, 0.901, 3.669)
H (0.948, 0.948, 4.816)
H (0.230, 2.561, 4.303)
H (2.500, 2.910, 4.733)
H (2.240, 3.018, 2.989)
H (3.523, 0.701, 4.458)
H (4.140, 1.696, 3.138)
H (4.810, -0.583, 2.674)
H (3.852, -1.578, 1.649)
H (3.620, -1.472, 3.404)
H (3.094, 2.097, 1.007)
H (2.544, 0.595, 0.212)
H (4.160, 0.778, 0.657)
H (-0.383, 1.341, 0.802)
H (0.771, 2.553, 1.331)
H (-0.897, 2.607, 1.923)
C (-2.458, -0.691, -1.476)
C (-1.485, -1.463, -0.650)
O (-0.402, -1.960, -1.120)
O (-1.599, -1.837, 0.547)
H (-3.111, -0.131, -0.805)
H (-3.146, -1.380, -1.967)
H (-1.985, 0.061, -2.103)
C (-4.522, -1.655, 2.344)
Cl (-5.733, -2.412, 3.386)
Cl (-4.194, 0.026, 2.925)
Cl (-5.095, -1.497, 0.685)
H (-3.629, -2.268, 2.341)
C (-4.368, 3.023, -1.050)
Cl (-3.966, 4.375, -2.183)
Cl (-5.789, 3.305, -0.045)
Cl (-2.945, 2.692, -0.070)
H (-4.577, 2.145, -1.652)
C (-2.584, 2.661, -5.876)
Cl (-4.293, 3.062, -5.973)
Cl (-2.160, 2.114, -4.226)
Cl (-1.581, 4.014, -6.306)
H (-2.273, 1.885, -6.568)
C (1.251, 2.900, -1.776)
Cl (-0.195, 3.830, -1.430)
Cl (2.052, 3.531, -3.240)
Cl (0.745, 1.209, -1.995)
H (1.998, 3.154, -1.031)
C (1.646, -6.077, -4.275)
C (1.749, -4.600, -4.707)
O (1.843, -3.928, -3.469)
C (1.422, -4.727, -2.474)
O (1.258, -4.349, -1.330)
O (1.191, -5.934, -2.922)
H (2.607, -6.583, -4.206)
H (0.979, -6.635, -4.928)
H (0.945, -4.186, -5.313)
H (2.670, -4.534, -5.285)

***

# C5H12N2O

An isolated molecule of C5H12N2O (wB97M-V/def2-TZVPD, OMol25).

Computed properties:
spin multiplicity = 1
LUMO energy = 0.95 eV
SMILES = [H]/N=C(\C)[C@H](C)NOC
ΔE to the lowest compared entry with this formula, charge and spin = 81.9 kcal per mole
frontier orbital gap = 10.3 eV

Geometry (Å):
H (-1.328, 1.023, -2.771)
N (-0.881, 1.343, -1.905)
C (-0.901, 0.433, -0.985)
C (-1.511, -0.915, -1.302)
C (-0.497, 0.851, 0.469)
C (0.752, 1.732, 0.454)
N (-0.286, -0.309, 1.340)
O (0.527, -1.273, 0.537)
C (1.840, -1.380, 1.077)
H (-2.160, -0.851, -2.180)
H (-0.710, -1.616, -1.548)
H (-2.113, -1.289, -0.472)
H (-1.334, 1.432, 0.872)
H (1.519, 1.336, -0.218)
H (1.195, 1.836, 1.450)
H (0.504, 2.736, 0.091)
H (-1.157, -0.822, 1.474)
H (2.160, -2.422, 0.993)
H (1.875, -1.100, 2.134)
H (2.507, -0.744, 0.489)

***

# C49H95IN11

A cluster of 7 separate species, C49H95IN11 in total (wB97M-V/def2-TZVPD, OMol25).

Computed properties:
spin multiplicity = 1
LUMO energy = -2.20 eV
frontier orbital gap = 9.6 eV
total charge = +1

Geometry (Å):
C (2.727, 2.753, 5.690)
C (2.281, 4.175, 6.050)
C (1.305, 4.743, 4.999)
C (1.896, 5.884, 4.148)
C (0.804, 6.725, 3.451)
C (0.820, 6.602, 1.911)
C (-0.174, 5.511, 1.434)
C (0.566, 4.186, 1.145)
C (-0.119, 2.900, 1.678)
N (-0.115, 1.797, 0.664)
C (-1.260, 1.307, 0.082)
N (-2.400, 1.902, -0.168)
C (-2.620, 3.348, 0.047)
C (-3.537, 3.944, -1.032)
C (-3.508, 5.482, -1.105)
C (-3.301, 5.941, -2.562)
C (-3.527, 1.096, -0.670)
C (-4.125, 0.167, 0.402)
C (-5.611, -0.134, 0.125)
C (-6.512, 0.148, 1.331)
N (-7.112, 1.482, 1.192)
N (-1.092, -0.005, -0.328)
C (-0.915, -0.221, -1.780)
C (0.059, 0.740, -2.487)
C (1.471, 0.164, -2.689)
I (-0.801, 1.136, -4.443)
C (-0.064, -0.615, 0.511)
C (0.537, 0.608, 1.274)
C (2.065, 0.675, 1.287)
C (2.642, 0.078, 2.565)
N (2.416, -1.366, 2.731)
H (1.917, 2.039, 5.835)
H (3.012, 2.716, 4.635)
H (3.592, 2.439, 6.271)
H (1.772, 4.134, 7.011)
H (3.168, 4.798, 6.143)
H (0.385, 5.063, 5.485)
H (1.043, 3.929, 4.314)
H (2.481, 6.504, 4.826)
H (2.577, 5.434, 3.425)
H (-0.168, 6.399, 3.811)
H (0.962, 7.770, 3.708)
H (1.831, 6.364, 1.585)
H (0.537, 7.535, 1.427)
H (-0.997, 5.382, 2.134)
H (-0.599, 5.857, 0.489)
H (1.545, 4.241, 1.618)
H (0.751, 4.048, 0.080)
H (0.445, 2.592, 2.550)
H (-1.126, 3.117, 2.024)
H (-1.677, 3.885, 0.011)
H (-3.089, 3.490, 1.020)
H (-4.554, 3.671, -0.745)
H (-3.348, 3.477, -1.998)
H (-2.722, 5.902, -0.479)
H (-4.474, 5.866, -0.787)
H (-3.629, 6.961, -2.724)
H (-3.829, 5.260, -3.228)
H (-2.242, 5.832, -2.802)
H (-4.318, 1.772, -0.965)
H (-3.251, 0.547, -1.561)
H (-4.033, 0.664, 1.367)
H (-3.545, -0.752, 0.402)
H (-5.975, 0.399, -0.753)
H (-5.701, -1.197, -0.111)
H (-5.922, 0.130, 2.246)
H (-7.257, -0.646, 1.437)
H (-7.796, 1.460, 0.447)
H (-7.589, 1.733, 2.048)
H (-0.541, -1.234, -1.902)
H (-1.861, -0.215, -2.311)
H (0.133, 1.724, -2.039)
H (1.571, -0.237, -3.696)
H (2.224, 0.946, -2.610)
H (1.688, -0.662, -2.014)
H (-0.509, -1.345, 1.182)
H (0.742, -1.081, -0.043)
H (0.226, 0.434, 2.308)
H (2.493, 0.230, 0.388)
H (2.336, 1.736, 1.265)
H (2.225, 0.613, 3.420)
H (3.717, 0.252, 2.607)
H (2.435, -1.797, 1.814)
H (1.506, -1.553, 3.132)
C (-3.770, -2.438, -2.807)
C (-3.912, -3.662, -1.912)
C (-3.149, -3.504, -0.590)
C (-1.720, -3.265, -0.803)
N (-0.608, -3.034, -0.975)
H (-2.729, -2.298, -3.100)
H (-4.350, -2.543, -3.722)
H (-4.110, -1.535, -2.288)
H (-3.552, -4.541, -2.450)
H (-4.962, -3.841, -1.678)
H (-3.264, -4.391, 0.034)
H (-3.542, -2.652, -0.032)
C (2.030, -0.760, -6.737)
C (3.400, -1.239, -6.269)
C (4.534, -0.291, -6.678)
C (4.616, -0.160, -8.133)
N (4.660, -0.056, -9.275)
H (1.978, -0.712, -7.825)
H (1.249, -1.443, -6.401)
H (1.803, 0.232, -6.341)
H (3.595, -2.233, -6.674)
H (3.404, -1.333, -5.181)
H (5.493, -0.660, -6.314)
H (4.374, 0.701, -6.254)
C (2.822, -5.258, 3.724)
C (4.142, -4.517, 3.901)
C (5.244, -5.412, 4.479)
C (4.869, -5.919, 5.799)
N (4.573, -6.303, 6.840)
H (2.434, -5.610, 4.682)
H (2.070, -4.599, 3.288)
H (2.932, -6.119, 3.067)
H (3.991, -3.655, 4.553)
H (4.473, -4.130, 2.936)
H (6.178, -4.858, 4.579)
H (5.429, -6.264, 3.823)
C (1.262, 6.785, -4.688)
C (2.201, 6.796, -3.487)
C (1.476, 6.516, -2.165)
C (0.453, 7.527, -1.893)
N (-0.346, 8.319, -1.665)
H (0.507, 7.567, -4.609)
H (1.818, 6.956, -5.609)
H (0.750, 5.824, -4.778)
H (2.704, 7.761, -3.425)
H (2.976, 6.040, -3.623)
H (2.182, 6.515, -1.333)
H (0.992, 5.537, -2.200)
C (2.299, -8.993, 6.252)
C (0.801, -8.953, 5.976)
C (0.432, -9.536, 4.606)
C (1.072, -8.785, 3.525)
N (1.603, -8.193, 2.697)
H (2.854, -8.390, 5.534)
H (2.521, -8.598, 7.242)
H (2.679, -10.016, 6.204)
H (0.446, -7.922, 6.038)
H (0.272, -9.519, 6.744)
H (-0.646, -9.506, 4.450)
H (0.751, -10.577, 4.535)
C (0.352, -6.429, -5.019)
C (-1.078, -6.679, -4.554)
C (-2.121, -5.960, -5.419)
C (-1.925, -4.510, -5.388)
N (-1.768, -3.374, -5.343)
H (0.612, -5.372, -4.953)
H (1.056, -6.981, -4.398)
H (0.490, -6.751, -6.053)
H (-1.183, -6.356, -3.516)
H (-1.289, -7.749, -4.578)
H (-3.130, -6.176, -5.064)
H (-2.055, -6.293, -6.456)

***

# C4H14N

A cluster of 2 separate species, C4H14N in total (wB97M-V/def2-TZVPD, OMol25).

Computed properties:
spin multiplicity = 1
LUMO energy = -4.19 eV
ΔE to the lowest compared entry with this formula, charge and spin = 49.9 kcal per mole
frontier orbital gap = 9.8 eV
total charge = +1

Geometry (Å):
C (-0.102, 2.106, 2.764)
N (0.615, 1.609, 1.540)
H (-1.000, 1.385, 3.031)
H (-0.511, 3.212, 2.753)
H (0.694, 1.881, 3.456)
H (0.837, 2.316, 0.734)
H (1.534, 1.206, 1.901)
H (0.056, 0.858, 1.175)
C (0.895, -1.466, -2.204)
C (-0.069, -1.723, -1.065)
C (-1.371, -0.815, -1.348)
H (1.551, -0.565, -2.252)
H (1.700, -2.346, -2.152)
H (0.357, -1.545, -3.091)
H (-0.336, -2.810, -1.005)
H (0.351, -1.427, -0.030)
H (-1.789, -0.994, -2.385)
H (-1.179, 0.330, -1.147)
H (-2.232, -1.210, -0.676)

***

# C35H22FeN3S2

A structure of composition C35H22FeN3S2 (wB97M-V/def2-TZVPD, OMol25).

Computed properties:
spin multiplicity = 6
LUMO energy (spin up / spin down) = -6.37 / -7.90 eV
ΔE to the lowest compared entry with this formula, charge and spin = 0.0 kcal per mole
frontier orbital gap (spin up / spin down) = 6.7 / 5.2 eV
total charge = +2

Geometry (Å):
Fe (1.164, 0.838, -0.887)
S (-0.809, -0.703, -6.026)
C (-1.764, -1.234, -7.333)
C (-3.089, -1.263, -7.019)
C (-3.335, -0.848, -5.687)
C (-2.189, -0.508, -5.018)
C (-2.067, -0.055, -3.632)
C (-0.851, 0.458, -3.149)
N (-0.660, 0.826, -1.883)
C (-1.694, 0.729, -1.012)
C (-2.964, 0.306, -1.406)
C (-4.022, 0.290, -0.428)
C (-3.794, 0.659, 0.850)
C (-2.477, 1.052, 1.285)
C (-2.162, 1.421, 2.602)
C (-0.869, 1.772, 2.949)
C (0.112, 1.692, 1.940)
N (-0.162, 1.339, 0.696)
C (-1.440, 1.054, 0.358)
C (-0.487, 2.200, 4.296)
C (0.765, 2.525, 4.752)
C (0.769, 2.920, 6.111)
C (-0.478, 2.888, 6.659)
S (-1.657, 2.382, 5.540)
C (-3.125, -0.101, -2.735)
H (-1.297, -1.496, -8.269)
H (-3.859, -1.562, -7.713)
H (-4.327, -0.791, -5.262)
H (-0.018, 0.604, -3.826)
H (-5.011, -0.017, -0.743)
H (-4.599, 0.663, 1.572)
H (-2.952, 1.431, 3.344)
H (1.147, 1.910, 2.160)
H (1.662, 2.487, 4.150)
H (1.652, 3.217, 6.657)
H (-0.767, 3.139, 7.667)
H (-4.093, -0.463, -3.056)
C (4.157, 3.117, 1.161)
C (4.753, 2.095, 1.890)
C (4.303, 0.785, 1.784)
C (3.241, 0.484, 0.938)
C (2.654, 1.517, 0.196)
C (3.091, 2.832, 0.316)
C (2.697, -0.881, 0.751)
C (3.220, -1.990, 1.433)
C (2.687, -3.226, 1.214)
C (1.615, -3.387, 0.313)
C (1.038, -4.654, 0.061)
C (-0.003, -4.779, -0.811)
C (-0.502, -3.635, -1.466)
C (0.039, -2.398, -1.241)
C (1.113, -2.243, -0.344)
N (1.674, -1.002, -0.106)
H (4.520, 4.132, 1.253)
H (5.582, 2.318, 2.548)
H (4.798, 0.015, 2.360)
H (2.618, 3.636, -0.235)
H (4.041, -1.861, 2.120)
H (3.084, -4.093, 1.726)
H (1.444, -5.519, 0.570)
H (-0.443, -5.746, -1.006)
H (-1.323, -3.738, -2.163)
H (-0.354, -1.543, -1.768)

***

# C11H24O11

A cluster of 5 separate species, C11H24O11 in total (wB97M-V/def2-TZVPD, OMol25).

Computed properties:
spin multiplicity = 1
LUMO energy = 4.38 eV
ΔE to the lowest compared entry with this formula, charge and spin = 87.8 kcal per mole
frontier orbital gap = 2.4 eV
total charge = -2

Geometry (Å):
C (10.573, -29.390, 8.096)
O (10.985, -28.277, 7.282)
H (11.342, -29.795, 8.754)
H (9.681, -29.324, 8.719)
H (10.176, -30.141, 7.413)
C (13.124, -28.572, 10.277)
O (13.126, -27.512, 9.361)
H (13.639, -29.504, 10.045)
H (13.547, -28.243, 11.226)
H (12.099, -28.882, 10.479)
C (10.494, -29.519, 4.559)
O (10.341, -28.120, 4.058)
C (11.050, -27.084, 4.390)
O (12.056, -27.055, 5.139)
O (10.534, -25.989, 3.762)
C (11.070, -24.696, 4.136)
H (11.162, -30.081, 3.906)
H (9.588, -30.118, 4.467)
H (10.906, -29.641, 5.561)
H (10.997, -23.953, 3.341)
H (12.137, -24.823, 4.317)
H (10.778, -24.110, 5.007)
C (5.734, -31.591, 5.699)
O (6.794, -31.316, 6.675)
C (6.590, -30.180, 7.415)
O (5.573, -29.439, 7.422)
O (7.619, -30.139, 8.277)
C (7.581, -29.313, 9.480)
H (4.764, -31.372, 6.145)
H (5.661, -32.646, 5.435)
H (5.800, -31.181, 4.691)
H (6.941, -29.669, 10.288)
H (7.299, -28.282, 9.270)
H (8.618, -29.404, 9.802)
C (9.224, -23.585, 7.730)
O (8.612, -24.631, 6.991)
C (9.215, -25.690, 6.641)
O (10.420, -25.948, 6.746)
O (8.286, -26.587, 6.295)
C (8.468, -27.990, 6.376)
H (9.330, -22.646, 7.185)
H (10.148, -23.863, 8.237)
H (8.458, -23.256, 8.433)
H (7.524, -28.498, 6.571)
H (8.975, -28.068, 7.338)
H (8.878, -28.361, 5.437)

***

Number 1: calculated total energy -924.52974 a.u.. Number 2: calculated total energy -1820.61568 a.u.. Number 3: calculated total energy -6778.15341 a.u.. Number 4: calculated total energy -382.37208 a.u.. Number 5: calculated total energy -2823.77187 a.u.. Number 6: calculated total energy -215.22945 a.u.. Number 7: calculated total energy -3570.80839 a.u.. Number 8: calculated total energy -1260.81869 a.u..